{"formula": "C38H36NOP2SV", "method": "ωB97M-V/def2-TZVPD", "max_force_ev_per_a": 0.5, "de_lowest_ev": 0.547, "homo_ev": [-9.9, -9.6], "spin_multiplicity": 2, "charge": 1, "homo_lumo_gap_ev": [7.01, 6.86], "e_lumo_ha": [-0.1072, -0.1005], "elements": ["V", "C", "P", "C", "C", "C", "C", "C", "C", "C", "C", "C", "C", "C", "C", "C", "C", "C", "C", "C", "P", "C", "C", "C", "C", "C", "C", "C", "C", "C", "C", "C", "C", "N", "H", "H", "H", "H", "H", "H", "H", "H", "H", "H", "H", "H", "H", "H", "H", "H", "H", "H", "H", "H", "H", "H", "H", "H", "H", "H", "C", "C", "C", "C", "C", "C", "C", "S", "C", "O", "H", "H", "H", "H", "H", "H", "H", "H", "H", "H"], "coordinates": [[-1.37493, -0.38578, -0.09459], [-3.21271, 0.43121, -2.77776], [-1.79002, 1.24881, -1.96099], [-2.11670, 3.03245, -2.10076], [-1.21786, 3.93797, -1.53943], [-1.41187, 5.30288, -1.66811], [-2.51993, 5.78446, -2.35248], [-3.42400, 4.89518, -2.91035], [-3.22181, 3.52669, -2.79035], [-0.39942, 0.97938, -3.10827], [-0.02872, 1.91496, -4.07163], [1.05296, 1.67035, -4.90497], [1.77644, 0.49206, -4.78588], [1.41236, -0.44921, -3.83350], [0.33134, -0.20322, -3.00043], [-3.07570, -1.03593, -2.52645], [-3.47638, -2.10843, -3.26382], [-3.16646, -3.27537, -2.49603], [-2.59364, -2.84950, -1.33521], [-2.12874, -3.64055, -0.14700], [-0.89952, -2.62001, 0.73451], [0.69042, -2.93378, -0.09397], [0.76637, -3.56895, -1.33241], [1.99332, -3.71502, -1.96756], [3.14799, -3.21844, -1.38212], [3.07786, -2.57265, -0.15356], [1.85715, -2.42756, 0.48510], [-0.71783, -3.26899, 2.41081], [-1.42576, -2.64466, 3.43495], [-1.35760, -3.13327, 4.73148], [-0.56910, -4.23948, 5.01263], [0.14807, -4.86034, 3.99825], [0.07322, -4.37961, 2.70068], [-2.49260, -1.45251, -1.33399], [-3.24589, 0.66202, -3.84387], [-4.12495, 0.82413, -2.31646], [-0.35066, 3.57592, -1.00173], [-0.69956, 5.99175, -1.23331], [-2.67532, 6.85056, -2.45009], [-4.28867, 5.26266, -3.44649], [-3.93369, 2.85188, -3.24603], [-0.57910, 2.84198, -4.17107], [1.33123, 2.40362, -5.65035], [2.62028, 0.30755, -5.43735], [1.96311, -1.37488, -3.73573], [0.04861, -0.97891, -2.28941], [-3.95835, -2.07811, -4.22784], [-3.36246, -4.30072, -2.76753], [-1.71259, -4.60964, -0.43076], [-2.93943, -3.83893, 0.56107], [-0.12697, -3.94959, -1.81241], [2.04060, -4.22539, -2.92104], [4.10268, -3.33992, -1.87662], [3.97833, -2.19306, 0.31203], [1.80869, -1.93369, 1.45018], [-2.02942, -1.76869, 3.22507], [-1.91436, -2.64688, 5.52129], [-0.51087, -4.61860, 6.02429], [0.76337, -5.72292, 4.21683], [0.63401, -4.86847, 1.91290], [3.59144, 3.20800, 6.08434], [2.81305, 2.85984, 4.84915], [2.29270, 1.58200, 4.66505], [1.55689, 1.25821, 3.53477], [1.34497, 2.23703, 2.57836], [1.83668, 3.52527, 2.73962], [2.57547, 3.82427, 3.86944], [0.40200, 1.86961, 1.11915], [1.73034, 1.48446, -0.04531], [-0.23127, 0.49470, 1.42918], [3.85783, 2.31591, 6.64811], [3.00490, 3.85570, 6.73804], [4.50840, 3.74113, 5.83336], [2.46297, 0.82495, 5.42030], [1.14374, 0.26788, 3.40032], [1.64372, 4.29177, 1.99783], [2.96574, 4.82572, 4.00117], [2.66954, 1.90319, 0.30930], [1.47258, 1.87676, -1.02758], [1.81349, 0.39676, -0.08701]], "lowdin_charge": [0.661, -0.264, 1.022, -0.372, -0.111, -0.070, -0.069, -0.065, -0.081, -0.351, -0.070, -0.063, -0.065, -0.061, -0.104, -0.393, -0.033, -0.041, -0.390, -0.253, 1.010, -0.365, -0.080, -0.076, -0.073, -0.071, -0.111, -0.361, -0.097, -0.073, -0.070, -0.068, -0.078, -0.135, 0.104, 0.095, 0.064, 0.108, 0.110, 0.111, 0.095, 0.108, 0.111, 0.110, 0.097, 0.077, 0.106, 0.107, 0.096, 0.099, 0.103, 0.114, 0.110, 0.110, 0.108, 0.100, 0.108, 0.110, 0.110, 0.111, -0.038, -0.255, -0.018, -0.054, -0.408, -0.077, -0.026, 0.991, -0.185, -0.674, 0.080, 0.092, 0.087, 0.120, 0.106, 0.116, 0.124, 0.071, 0.041, 0.049]}

***

{"formula": "C38H37CrNO4Se2", "method": "ωB97M-V/def2-TZVPD", "max_force_ev_per_a": 0.7, "de_lowest_ev": 0.000, "homo_ev": [-4.0, -4.2], "spin_multiplicity": 4, "charge": -1, "homo_lumo_gap_ev": [6.57, 6.80], "e_lumo_ha": [0.0953, 0.0953], "elements": ["Cr", "O", "C", "C", "C", "C", "C", "C", "C", "C", "C", "O", "C", "C", "C", "C", "C", "C", "C", "C", "C", "C", "C", "C", "N", "C", "C", "C", "C", "C", "C", "C", "C", "C", "C", "C", "C", "H", "H", "H", "H", "H", "H", "H", "H", "H", "H", "H", "H", "H", "H", "H", "H", "H", "H", "H", "H", "H", "H", "H", "H", "H", "H", "H", "O", "C", "C", "C", "O", "C", "Se", "C", "Se", "H", "H", "H", "H", "H", "H", "H", "H", "H", "H"], "coordinates": [[-0.71404, 0.38834, 0.07588], [-0.49630, 0.85600, 1.91480], [0.52810, 0.98135, 2.81733], [1.57693, -0.12208, 2.51051], [2.25213, 0.13858, 1.19803], [3.58284, 0.53657, 1.19640], [4.21961, 0.78268, -0.00350], [3.51311, 0.58517, -1.17363], [2.18292, 0.18784, -1.11466], [1.41798, -0.04595, -2.37615], [0.41319, 1.09511, -2.66899], [-0.53579, 1.11417, -1.68786], [-0.26284, 0.82364, -4.03176], [-1.65107, 0.90102, -4.09692], [-2.32037, 0.67722, -5.29140], [-1.61140, 0.36782, -6.44403], [-0.22813, 0.28614, -6.38854], [0.43999, 0.51305, -5.19283], [1.10344, 2.47100, -2.76386], [2.26634, 2.69663, -3.49679], [2.83785, 3.96007, -3.55568], [2.24842, 5.02668, -2.89289], [1.08106, 4.81661, -2.17142], [0.52041, 3.54853, -2.10409], [1.55039, 0.00039, 0.06085], [-0.07422, 0.81626, 4.21776], [0.36621, -0.09814, 5.16507], [-0.26759, -0.20125, 6.39937], [-1.34956, 0.60888, 6.69978], [-1.80029, 1.52276, 5.75392], [-1.16879, 1.62320, 4.52618], [1.24675, 2.33802, 2.72137], [2.09390, 2.75744, 3.74684], [2.83604, 3.92180, 3.62114], [2.74193, 4.68563, 2.46417], [1.89422, 4.28002, 1.44544], [1.14690, 3.11582, 1.57614], [1.04003, -1.07302, 2.48734], [2.34999, -0.15858, 3.27900], [4.09713, 0.66414, 2.13933], [5.25131, 1.11073, -0.02630], [3.97518, 0.73868, -2.13854], [0.80566, -0.94449, -2.28357], [2.12130, -0.18868, -3.19784], [-2.18441, 1.13404, -3.18420], [-3.40200, 0.73651, -5.31770], [-2.13279, 0.18632, -7.37649], [0.33714, 0.03910, -7.28002], [1.52036, 0.43751, -5.18210], [2.74318, 1.88251, -4.02954], [3.74786, 4.11160, -4.12501], [2.69228, 6.01407, -2.94132], [0.60130, 5.64270, -1.65943], [-0.39330, 3.36521, -1.55143], [1.20090, -0.75260, 4.95074], [0.08502, -0.92682, 7.12308], [-1.84735, 0.52448, 7.65810], [-2.65360, 2.15363, 5.97280], [-1.53163, 2.31341, 3.77384], [2.16565, 2.16672, 4.65329], [3.48761, 4.23503, 4.42869], [3.32359, 5.59398, 2.36181], [1.81583, 4.86149, 0.53510], [0.48191, 2.80710, 0.77872], [-5.67614, -2.05104, -1.59680], [-5.41388, -1.95711, -0.19794], [-4.00832, -1.39726, 0.05001], [-3.93985, -1.23400, 1.58237], [-2.63341, -1.23217, 2.10155], [-3.00031, -2.42344, -0.47912], [-1.08075, -1.94327, -0.58703], [-3.87835, -0.05919, -0.72354], [-2.93772, 1.38378, 0.21876], [-6.59711, -2.29174, -1.71895], [-5.49743, -2.94735, 0.26808], [-6.14336, -1.28990, 0.28166], [-4.47741, -2.06631, 2.05691], [-4.46479, -0.30777, 1.83302], [-2.38563, -0.34021, 2.37882], [-3.28740, -2.66966, -1.49959], [-3.05818, -3.33555, 0.11926], [-4.86691, 0.32290, -0.97849], [-3.35028, -0.24037, -1.65810]], "lowdin_charge": [0.336, -0.341, -0.478, -0.046, -0.236, -0.017, -0.042, -0.013, -0.221, -0.066, -0.478, -0.377, -0.111, 0.001, -0.077, -0.113, -0.100, -0.042, -0.112, -0.047, -0.092, -0.108, -0.095, -0.011, 0.131, -0.144, -0.035, -0.093, -0.108, -0.079, -0.013, -0.137, -0.031, -0.092, -0.102, -0.063, -0.002, 0.143, 0.111, 0.114, 0.107, 0.107, 0.071, 0.108, 0.107, 0.099, 0.091, 0.093, 0.094, 0.098, 0.094, 0.092, 0.100, 0.114, 0.102, 0.095, 0.092, 0.098, 0.128, 0.115, 0.094, 0.093, 0.086, 0.100, -0.062, -0.239, -0.555, -0.277, -0.122, -0.496, 0.682, -0.506, 0.690, 0.080, 0.120, 0.127, 0.120, 0.098, 0.034, 0.052, 0.063, 0.055, 0.042]}